Density functional theory data (ωB97M-V with the def2-TZVPD basis set) for 15 unconnected molecules or ions with the total composition C50H130N9O21 at a distorted geometry.

Max |F| ... 0.1077 Eh/bohr
Net charge ... +3
Electronic energy ... -4054.931262 Eh

CARTESIAN COORDINATES (ANGSTROEM)
C (7.1052, -2.6929, -0.5618)
H (3.7856, 1.3828, 4.3231)
H (2.4399, 1.8881, 2.0462)
O (-2.0537, -4.0656, 2.3248)
H (1.4754, 1.3592, -8.1171)
H (5.0295, 3.2329, 5.2208)
C (2.3127, -3.4696, 0.3638)
H (-0.7625, -1.3081, 0.8036)
O (3.7716, -0.4762, 5.9998)
C (4.8152, 3.2038, 4.1525)
C (1.0244, 0.6678, -5.2435)
C (-3.0478, 0.9297, -3.5346)
H (-0.1342, -1.7478, 6.8076)
C (-0.9325, 5.0518, 0.8337)
C (-0.4686, -0.6992, -0.0514)
H (-2.9773, 7.3234, 4.1414)
N (-6.4268, 2.6608, -2.8404)
C (3.5409, -1.5311, 5.0945)
C (3.5624, -2.5995, 0.5441)
O (-2.1277, 6.2334, 2.5482)
O (5.8187, 0.4896, 2.2348)
N (-4.2551, -2.0442, -1.4472)
H (1.3444, -0.1043, -4.5437)
H (6.8019, 1.5015, -5.4503)
H (3.2742, -1.2944, -1.1720)
C (6.1926, 0.7188, 1.0975)
H (-6.4455, -5.8652, 6.1498)
O (3.5380, -1.2331, -3.1672)
H (0.3740, -3.3165, -2.2221)
H (2.2692, 4.1667, -2.4244)
H (6.7042, 0.4746, -2.8438)
H (-5.4068, -3.5109, 6.2394)
C (-6.4764, 2.8147, 1.3608)
H (4.0899, 3.6101, -4.1933)
H (-7.1588, -0.0178, -2.9144)
H (-2.3799, 3.6841, 1.6588)
H (4.9823, -3.5267, -5.0593)
H (-1.5339, 1.1718, -7.4252)
H (-3.9303, -3.5225, -4.5629)
H (5.1195, 0.1009, -2.9941)
H (4.6486, -3.6420, -1.0130)
C (5.5469, 2.0794, -3.8690)
C (-0.3207, -1.2940, 4.0593)
N (-1.9619, 3.9780, 0.7876)
H (-7.5137, 0.8089, -0.1812)
H (7.0026, -3.3467, -1.4279)
H (-2.4065, 6.8335, 0.7907)
H (3.7509, -2.2690, 1.5655)
H (-6.8325, 3.7243, 1.8445)
H (5.6711, 2.7298, 3.6718)
H (-1.5685, 3.0883, 0.5160)
C (3.8301, -2.4139, -3.5326)
H (-0.0169, 3.2360, -8.5995)
H (-1.7375, -1.7070, -2.6606)
C (-7.9576, 0.7134, -2.7903)
H (-1.5437, -2.7775, -1.3653)
H (-5.9158, 3.4482, -2.4675)
H (-3.9302, -2.2123, -0.5058)
H (-6.7457, 2.9183, -3.7635)
O (-4.7278, -5.0718, 5.2038)
H (4.3224, -1.5103, 4.3349)
H (2.2249, 3.9468, 4.1814)
H (-2.9494, -5.3836, -0.4517)
H (-3.5235, -3.1507, 3.4335)
H (4.0526, -0.7566, 6.8739)
H (-2.4907, -1.0987, 6.1285)
H (7.8039, -1.8762, -0.7439)
H (4.9851, -1.8475, -5.3534)
C (7.6539, 0.6496, 0.7153)
H (3.4125, 3.1766, 1.8958)
H (2.5692, -4.5289, 0.3525)
C (2.7184, 3.4602, -1.7264)
C (-0.0170, 2.5375, 4.6368)
C (4.8720, -3.1647, -0.0588)
O (3.1871, -3.4088, -3.1025)
N (0.9049, -0.1142, -6.5705)
C (-0.0740, -1.2512, -6.4456)
H (-5.4029, 2.9147, 1.1999)
O (1.1707, 0.4347, 1.3016)
H (-8.2281, 0.9327, -3.8232)
H (-0.1071, 4.6951, 1.4499)
N (5.7696, 0.8576, -2.8365)
H (-2.6803, 4.1765, 0.1060)
H (-3.6129, -0.5440, 1.0067)
H (-3.4325, -1.6326, 3.9999)
H (-0.2259, 3.4221, 4.0352)
H (8.0129, -0.3266, 1.0412)
H (-4.1046, -4.4735, 7.0075)
H (-0.9004, 7.2790, 1.4689)
C (-0.3981, 5.1489, -0.6367)
C (0.8996, -3.3143, 4.9532)
H (6.3414, 2.8068, -3.7027)
H (1.6894, 1.5307, -5.2787)
N (3.3401, -1.2497, -0.1651)
H (-8.3223, 2.7012, -1.9352)
C (5.7229, 1.5474, -5.3029)
H (2.5180, -1.4860, -5.9085)
H (2.2473, -1.8340, 3.3461)
H (-4.5661, 0.9122, 0.9086)
H (0.3979, -0.0296, -8.4422)
C (0.2814, 0.6348, 0.4425)
H (3.3286, 2.1225, -3.7059)
H (-5.6521, 2.0292, -2.9853)
O (0.1027, 1.7654, -0.0057)
C (-3.1832, 0.9204, 2.5533)
O (-0.5970, 2.4830, -8.7340)
C (-2.2528, -5.4005, 0.3865)
H (-1.4251, 8.0446, 3.6442)
H (5.6177, 1.1687, -1.8878)
H (4.7665, 4.2621, 3.8962)
H (2.9701, 0.0215, -6.6594)
H (7.8879, 0.7183, -0.3471)
C (0.0152, -3.4487, -3.2428)
O (-3.2656, 0.1605, 3.5284)
C (-4.4590, -4.0249, 6.0794)
O (-7.1285, 2.7736, 0.1765)
O (-3.0115, 2.1239, 2.6673)
H (0.1976, 6.0512, -0.7750)
H (-5.8452, -6.7849, 4.9405)
C (-3.3928, -3.0451, 5.5908)
O (5.3684, 1.0871, 0.2028)
H (-5.2874, -3.5530, -3.5789)
H (1.6866, -3.3269, 1.2446)
N (3.3122, 2.2867, 2.3628)
H (-4.9078, -6.7228, 6.4610)
H (-5.2318, -2.2728, -1.5649)
H (-2.8752, 0.8469, 0.2908)
H (-4.8012, -2.4463, 4.3083)
C (-6.9299, 1.6403, -0.5762)
H (-0.1609, -1.4445, 2.9916)
H (1.7557, -3.4567, -0.5731)
H (5.2084, -4.0056, 0.5475)
O (-3.6152, -3.5074, 1.0192)
C (-1.7849, 1.5913, -2.9078)
C (-0.6030, 1.7267, -7.5415)
C (-2.2803, 7.4549, 3.3138)
H (-4.4909, -1.9843, -3.9516)
H (-2.2148, 2.2925, -2.1926)
C (-4.3372, -3.0287, -3.6804)
C (3.5454, 2.3613, 3.9071)
H (-1.1507, 5.3070, -1.4092)
H (0.2190, -1.9859, -5.6958)
O (1.2302, 2.0644, 4.1679)
H (-8.7778, 0.1748, -2.3156)
H (5.8720, -2.3612, -3.9540)
C (-2.0281, -2.7072, -2.3392)
C (-3.2043, -1.8239, 6.5195)
H (-0.2907, -0.2052, 4.1012)
H (0.1661, -1.3181, -0.6857)
H (-0.4411, 2.3736, -6.6793)
H (-1.1714, 0.8848, -2.3488)
H (-1.3528, -0.4984, -0.6563)
H (-0.9892, -0.8037, -6.0578)
H (-0.2117, -1.8867, -7.3204)
H (1.9127, -3.5968, 5.2398)
H (-1.1676, -1.7969, 4.5262)
H (5.3199, 2.2184, -6.0614)
H (2.4330, -1.3657, -7.6706)
H (5.2779, 0.5712, -5.4959)
H (-0.1138, 2.8838, 5.6658)
C (-3.5564, 0.5417, 1.0852)
C (-2.6880, -4.2498, 1.3250)
O (4.0554, 3.0410, -2.1308)
H (-6.6311, 1.9153, 1.9568)
H (-1.1873, -5.4161, 0.1570)
C (2.3173, 2.9184, 4.5305)
H (-2.8109, 8.1614, 2.6755)
H (-2.5378, -6.3069, 0.9206)
H (2.0336, 2.6133, -1.6815)
H (0.2646, 4.3075, -0.8392)
H (0.1168, -3.4598, 5.6976)
O (-3.9420, 0.5754, -2.7790)
H (2.0380, -0.2400, 3.9352)
H (3.9271, 1.5809, 1.9837)
N (-3.8028, -2.5513, 4.1970)
C (-7.5035, 1.9868, -2.0209)
C (2.2824, -0.8204, -6.7389)
C (4.1847, 2.7676, -3.5082)
H (-4.1672, -1.3852, 6.7813)
O (5.8533, -2.1571, -0.1207)
C (0.5871, 0.8207, -7.7868)
H (3.6383, -2.4860, 5.6110)
C (2.2210, -1.2602, 4.2725)
H (4.1541, -0.7054, 0.0823)
H (-0.8470, 1.8741, 4.3936)
H (-2.7850, -2.2582, 7.4270)
O (-3.0709, 0.6668, -4.7874)
C (-1.5409, 6.4129, 1.3024)
H (-2.4291, -3.4906, 5.3439)
C (4.9751, -2.5699, -4.5373)
H (0.4226, -0.1011, 6.2626)
C (0.6736, -1.1555, 6.3777)
H (0.6169, -4.1793, -3.7833)
H (-1.2427, 2.2081, -3.6244)
H (2.7062, 3.9995, -0.7792)
H (7.6096, -3.3571, 0.1400)
H (-4.0489, -1.1061, -1.7596)
C (-3.5354, -3.0854, -2.3345)
H (-5.8920, 1.3116, -0.6291)
H (0.0056, 1.0221, -5.0869)
H (1.5941, -1.3090, 6.9408)
H (2.3977, 2.9541, 5.6169)
O (-1.2988, -3.5852, -3.1908)
H (-3.8655, -3.9501, -1.7587)
H (0.5417, -3.7216, 4.0076)
H (8.1752, 1.4624, 1.2208)
C (-5.4748, -6.1386, 5.7362)
H (2.6343, -0.6763, 0.2742)
N (0.9082, -1.7396, 4.9318)
H (0.1746, -2.5371, -3.8187)